[1]
A molecular structure, C19H35AgN3O10. Source: the OMol25 dataset; level of theory: ωB97M-V/def2-TZVPD.

```
! wB97M-V def2-TZVPD RIJCOSX def2/J DEFGRID3
* xyz -1 3
Ag 12.801 -9.744 15.905
C 14.101 -7.332 15.649
O 13.412 -7.903 14.810
O 14.936 -6.402 15.580
O 14.060 -7.835 16.760
C 18.229 -10.481 16.139
C 17.039 -10.196 16.556
C 15.852 -11.188 16.363
O 14.671 -10.992 16.842
C 15.992 -12.391 15.741
C 17.290 -12.747 15.243
C 18.582 -11.739 15.572
O 19.633 -12.209 15.141
O 17.535 -13.802 14.673
O 16.935 -8.999 17.078
H 19.084 -9.825 16.205
H 15.223 -13.101 15.474
C 10.441 -9.372 12.869
C 9.597 -9.050 14.126
C 8.491 -10.156 14.481
O 9.109 -11.394 14.888
C 8.192 -12.446 15.289
N 10.506 -8.615 15.219
H 10.056 -9.079 11.893
H 10.629 -10.446 12.858
H 11.358 -8.786 12.933
H 9.084 -8.097 13.995
H 7.909 -10.354 13.581
H 7.791 -9.824 15.247
H 7.456 -12.546 14.491
H 7.701 -12.129 16.209
H 8.650 -13.356 15.677
H 10.031 -8.423 16.089
H 10.845 -7.684 15.024
C 12.068 -9.521 20.484
C 11.966 -10.421 19.223
C 10.737 -11.265 19.417
O 10.725 -12.360 18.560
C 9.452 -13.153 18.644
N 12.040 -9.544 18.096
H 12.045 -10.167 21.361
H 11.223 -8.835 20.425
H 12.998 -8.952 20.489
H 12.838 -11.053 19.050
H 9.896 -10.617 19.174
H 10.656 -11.622 20.444
H 9.469 -13.655 19.612
H 9.390 -13.843 17.803
H 8.538 -12.565 18.563
H 12.773 -8.933 18.427
H 11.281 -8.899 18.263
C 11.617 -13.870 14.788
C 12.398 -12.634 15.084
C 13.025 -12.192 13.732
O 13.428 -10.792 13.849
C 14.218 -10.246 12.881
N 11.542 -11.638 15.739
H 12.119 -14.500 14.054
H 10.650 -13.684 14.321
H 11.243 -14.348 15.693
H 13.250 -12.898 15.711
H 12.248 -12.184 12.968
H 13.846 -12.894 13.589
H 14.039 -10.644 11.883
H 15.223 -10.540 13.184
H 14.096 -9.166 12.788
H 11.316 -12.109 16.604
H 10.632 -11.576 15.304
*
```

Energy relative to the best compared isomer or geometry (same formula, charge and spin), eV: 0.940
Gap between HOMO and LUMO (alpha / beta), eV: 6.5 / 4.6
Maximum force, eV/A: 7.80

Let us look at the natural (NBO) charges, expressed in e, one per atom: 0.9201, 0.9025, -0.7858, -0.5923, -0.5205, -0.3192, 0.3218, 0.3766, -0.6283, -0.2864, 0.4095, 0.4201, -0.5767, -0.5747, -0.5650, 0.2187, 0.1973, -0.6333, -0.0569, -0.0567, -0.5775, -0.2519, -0.8360, 0.2046, 0.2106, 0.2506, 0.1782, 0.1719, 0.1680, 0.1811, 0.1662, 0.2040, 0.3464, 0.3796, -0.6227, -0.0865, -0.0537, -0.5507, -0.2574, -0.8153, 0.2005, 0.1901, 0.2261, 0.2273, 0.1485, 0.1635, 0.1818, 0.1890, 0.1693, 0.3941, 0.3266, -0.6238, -0.0836, -0.0622, -0.5756, -0.2415, -0.8896, 0.2093, 0.1916, 0.2016, 0.2108, 0.1641, 0.1876, 0.1457, 0.1756, 0.2201, 0.3800, 0.3928



[2]
A molecular structure, C3CoO. Source: the OMol25 dataset; level of theory: ωB97M-V/def2-TZVPD.

```
! wB97M-V def2-TZVPD RIJCOSX def2/J DEFGRID3
* xyz 1 5
C 0.846 -0.659 0.829
C 0.532 0.671 -0.245
O 1.684 0.352 0.399
C -0.571 -0.042 -0.214
Co -2.491 -0.322 -0.769
*
```

Gap between HOMO and LUMO (alpha / beta), eV: 5.9 / 6.8
Maximum force, eV/A: 3.34

Let us look at the natural (NBO) charges, expressed in e, one per atom: 0.2397, 0.3299, -0.3356, -0.4353, 1.2013



[3]
2 unconnected molecules or ions with the total composition C4H8BrN2. Source: the OMol25 dataset; level of theory: ωB97M-V/def2-TZVPD.

```
! wB97M-V def2-TZVPD RIJCOSX def2/J DEFGRID3
* xyz 1 1
C 0.382 -0.271 0.007
C -1.783 0.028 -0.648
C -1.272 1.300 0.062
C 2.485 -1.175 0.606
N -0.631 -0.876 -0.542
N 0.123 0.956 0.352
Br 3.732 0.023 -0.012
H -2.651 -0.409 -0.155
H -2.023 0.205 -1.700
H -1.328 2.191 -0.566
H -1.800 1.492 1.000
H 2.369 -2.083 0.040
H 2.279 -1.164 1.661
H -0.646 -1.817 -0.894
H 0.762 1.599 0.789
*
```

Energy relative to the best compared isomer or geometry (same formula, charge and spin), eV: 2.996
Gap between HOMO and LUMO, eV: 9.2
Maximum force, eV/A: 4.12

Let us look at the natural (NBO) charges, expressed in e, one per atom: 0.4798, -0.2398, -0.2392, -0.3129, -0.5836, -0.5857, 0.2334, 0.2305, 0.2258, 0.2311, 0.2245, 0.2277, 0.2296, 0.4400, 0.4389



[4]
A molecular structure, C46H52BBiGeN4O3S2Si. Source: the OMol25 dataset; level of theory: ωB97M-V/def2-TZVPD.

```
! wB97M-V def2-TZVPD RIJCOSX def2/J DEFGRID3
* xyz 1 2
Bi -0.358 0.311 1.069
C 3.928 4.460 -0.291
Si 3.971 3.048 -1.537
C 5.729 2.827 -2.175
C 2.800 3.323 -2.989
C 3.486 1.409 -0.699
C 4.304 0.291 -0.767
C 3.914 -0.937 -0.233
C 2.685 -1.024 0.369
N 1.881 0.043 0.468
C 2.247 1.231 -0.054
S 1.029 2.451 0.101
H 4.189 5.402 -0.777
H 4.645 4.292 0.516
H 2.940 4.573 0.152
H 6.090 3.766 -2.601
H 5.789 2.072 -2.962
H 6.421 2.543 -1.379
H 3.056 4.242 -3.522
H 1.765 3.404 -2.657
H 2.862 2.499 -3.702
H 5.269 0.371 -1.254
H 4.554 -1.806 -0.300
H 2.316 -1.950 0.788
C 1.553 3.966 3.466
C 0.413 2.981 3.431
O 0.561 1.770 3.529
N -0.815 3.546 3.281
C -2.049 2.773 3.209
C -2.747 3.003 1.886
C -3.625 4.070 1.748
C -4.190 4.324 0.508
C -3.861 3.498 -0.554
C -2.987 2.447 -0.329
N -2.445 2.198 0.864
H 2.488 3.441 3.639
H 1.395 4.703 4.254
H 1.608 4.483 2.507
H -0.883 4.544 3.174
H -2.712 3.061 4.027
H -1.766 1.729 3.323
H -3.861 4.691 2.603
H -4.873 5.152 0.376
H -4.269 3.666 -1.541
H -2.715 1.773 -1.127
C -3.839 -0.102 -6.626
C -2.410 -0.606 -6.840
C -1.692 0.376 -7.780
C -2.488 -1.988 -7.506
C -1.629 -0.708 -5.533
C -0.288 -1.111 -5.563
C 0.510 -1.188 -4.430
C -0.082 -0.855 -3.232
O 0.441 -0.810 -1.956
B -0.586 -0.398 -1.136
O -1.745 -0.203 -1.870
C -1.413 -0.482 -3.182
C -2.208 -0.391 -4.304
H -4.346 -0.040 -7.589
H -3.851 0.895 -6.180
H -4.412 -0.783 -5.994
H -2.277 0.517 -8.690
H -0.706 0.010 -8.069
H -1.568 1.348 -7.299
H -3.010 -1.907 -8.461
H -3.039 -2.686 -6.873
H -1.498 -2.404 -7.693
H 0.164 -1.373 -6.511
H 1.546 -1.491 -4.489
H -3.238 -0.080 -4.206
C -0.839 -0.960 4.476
Ge -0.226 -1.849 2.815
C -1.408 -3.428 2.566
C -1.376 -4.232 1.428
C -2.247 -5.302 1.288
C -3.183 -5.572 2.277
C -3.215 -4.788 3.420
C -2.328 -3.730 3.566
C 1.595 -2.595 3.096
C 1.813 -3.877 2.646
C 3.044 -4.528 2.850
C 4.034 -3.907 3.558
C 3.848 -2.595 4.054
C 4.843 -1.955 4.831
C 4.676 -0.669 5.259
C 3.527 0.054 4.884
C 2.540 -0.542 4.150
C 2.642 -1.901 3.764
H -0.552 -1.582 5.325
H -1.922 -0.830 4.484
H -0.366 0.012 4.593
H -0.660 -4.026 0.638
H -2.189 -5.934 0.410
H -3.874 -6.396 2.163
H -3.927 -5.001 4.207
H -2.350 -3.144 4.477
H 1.017 -4.422 2.157
H 3.190 -5.525 2.453
H 4.978 -4.405 3.743
H 5.740 -2.509 5.081
H 5.432 -0.199 5.874
H 3.428 1.091 5.180
H 1.681 0.040 3.839
S -5.066 -1.499 -0.074
C -5.223 -0.478 1.294
C -4.014 -0.322 1.887
N -2.975 -0.985 1.284
C -3.394 -1.643 0.245
H -6.177 -0.070 1.584
H -3.825 0.251 2.783
H -2.757 -2.249 -0.380
*
```

Energy relative to the best compared isomer or geometry (same formula, charge and spin), eV: 0.905
Gap between HOMO and LUMO (alpha / beta), eV: 7.6 / 5.7
Maximum force, eV/A: 1.88

These are the Löwdin partial charges, in e, on atoms 1 to 99: 1.5187, -0.1776, 0.5327, -0.1841, -0.1731, -0.2241, -0.0503, -0.0297, -0.1143, -0.1671, -0.7299, 0.6422, 0.0358, 0.0369, -0.0160, 0.0358, 0.0349, 0.0359, 0.0340, 0.0049, 0.0333, 0.1005, 0.1131, 0.1005, 0.0111, -0.5506, -0.0892, 0.0896, -0.1190, -0.2751, -0.0120, -0.0404, -0.0335, -0.1062, 0.0283, 0.0863, 0.0912, 0.0693, 0.1485, 0.1312, 0.0800, 0.1195, 0.1164, 0.1129, 0.1020, -0.0682, -0.5615, -0.0438, -0.0418, -0.1595, -0.0197, 0.0339, -0.1829, 0.1396, -0.7043, 0.0854, -0.1729, 0.0728, 0.0883, 0.0876, 0.0860, 0.0875, 0.0787, 0.0923, 0.0886, 0.0910, 0.0789, 0.1131, 0.1261, 0.1188, -0.2337, 0.8798, -0.3288, -0.1531, -0.0812, -0.0770, -0.0717, -0.1073, -0.2691, -0.1132, -0.0644, -0.0207, -0.1622, -0.0301, -0.0714, -0.0610, -0.0441, -0.1838, 0.0411, 0.0149, -0.0134, 0.1014, 0.1069, 0.1067, 0.1074, 0.0896, 0.0783, 0.1078, 0.1169



[5]
A gas-phase ion, C2HClNOS2 (charge -1). Source: the OMol25 dataset; level of theory: ωB97M-V/def2-TZVPD.

```
! wB97M-V def2-TZVPD RIJCOSX def2/J DEFGRID3
* xyz -1 3
C 1.497 0.325 -0.239
C -0.645 -0.603 -0.083
N 0.631 -0.621 -0.084
O 1.450 1.296 -1.301
S -1.601 -1.890 -0.415
S -1.568 0.956 0.322
Cl 2.791 0.257 0.857
H -2.555 0.279 0.943
*
```

Energy relative to the best compared isomer or geometry (same formula, charge and spin), eV: 0.939
Gap between HOMO and LUMO (alpha / beta), eV: 4.5 / 5.8
Maximum force, eV/A: 8.04

Let us look at the natural (NBO) charges, expressed in e, one per atom: 0.4633, -0.2520, -0.5878, -0.7672, 0.1726, -0.0630, -0.0585, 0.0924



[6]
2 unconnected molecules or ions with the total composition C10H16O. Source: the OMol25 dataset; level of theory: ωB97M-V/def2-TZVPD.

```
! wB97M-V def2-TZVPD RIJCOSX def2/J DEFGRID3
* xyz 0 1
C -1.012 -2.607 1.795
C -0.043 -2.171 0.643
C -0.112 -0.648 0.592
C 0.953 0.185 0.764
C 0.828 1.576 0.979
C -0.430 2.086 0.881
O -0.834 3.314 1.373
C -1.512 1.280 0.449
C -1.350 -0.071 0.330
H -0.491 -2.283 2.691
H -1.362 -3.624 1.694
H -1.865 -1.961 1.742
H 0.945 -2.562 0.858
H -0.281 -2.544 -0.334
H 1.947 -0.249 0.848
H 1.669 2.127 1.387
H -0.171 4.012 1.226
H -2.427 1.862 0.401
H -2.195 -0.678 0.037
C 1.263 -1.093 -2.686
C 1.851 -0.867 -4.108
H 2.041 -1.020 -1.950
H 0.408 -0.433 -2.538
H 0.756 -2.057 -2.724
H 1.971 -1.837 -4.598
H 2.877 -0.515 -4.078
H 1.286 -0.139 -4.681
*
```

Energy relative to the best compared isomer or geometry (same formula, charge and spin), eV: 1.552
Gap between HOMO and LUMO, eV: 9.3
Maximum force, eV/A: 1.98

Let us look at the natural (NBO) charges, expressed in e, one per atom: -0.6008, -0.4129, -0.0327, -0.1886, -0.2896, 0.2830, -0.6914, -0.2427, -0.2099, 0.2120, 0.2122, 0.2038, 0.2055, 0.2071, 0.2070, 0.2178, 0.4806, 0.2258, 0.2135, -0.6194, -0.6128, 0.2102, 0.2126, 0.2011, 0.2016, 0.2004, 0.2066



Copy entry 3 word for word.
2 unconnected molecules or ions with the total composition C4H8BrN2. Source: the OMol25 dataset; level of theory: ωB97M-V/def2-TZVPD.

```
! wB97M-V def2-TZVPD RIJCOSX def2/J DEFGRID3
* xyz 1 1
C 0.382 -0.271 0.007
C -1.783 0.028 -0.648
C -1.272 1.300 0.062
C 2.485 -1.175 0.606
N -0.631 -0.876 -0.542
N 0.123 0.956 0.352
Br 3.732 0.023 -0.012
H -2.651 -0.409 -0.155
H -2.023 0.205 -1.700
H -1.328 2.191 -0.566
H -1.800 1.492 1.000
H 2.369 -2.083 0.040
H 2.279 -1.164 1.661
H -0.646 -1.817 -0.894
H 0.762 1.599 0.789
*
```

Energy relative to the best compared isomer or geometry (same formula, charge and spin), eV: 2.996
Gap between HOMO and LUMO, eV: 9.2
Maximum force, eV/A: 4.12

Let us look at the natural (NBO) charges, expressed in e, one per atom: 0.4798, -0.2398, -0.2392, -0.3129, -0.5836, -0.5857, 0.2334, 0.2305, 0.2258, 0.2311, 0.2245, 0.2277, 0.2296, 0.4400, 0.4389



- Among the records above, which one has the highest maximum force?
  C2HClNOS2



- Among the records above, which one has the highest maximum force?
  C2HClNOS2



- Which of these has the lowest maximum force?
  C46H52BBiGeN4O3S2Si